{"formula": "C5H8N2", "method": "ωB97M-V with the def2-TZVPD basis set", "smiles": "C[C@]1(N)C=C=CN1", "homo_energy_ev": -7.111, "homo_lumo_gap_ev": 7.3, "spin_multiplicity": 1, "de_lowest_kj_mol": 492.1, "symbols": ["H", "N", "C", "H", "C", "H", "H", "C", "C", "H", "C", "N", "H", "H", "H"], "positions_angstrom": [[-0.785, 2.323, 0.318], [-0.680, 1.762, -0.543], [0.642, 0.247, 1.068], [1.271, -1.729, -0.648], [1.162, -0.659, -1.004], [1.595, 0.799, 1.136], [2.171, -0.231, -0.920], [0.185, -0.807, 1.828], [-1.046, -1.103, 1.153], [-2.133, -0.399, -0.470], [-0.137, 0.433, -0.183], [-1.251, -0.432, 0.025], [-0.042, 2.288, -1.116], [-1.855, -1.793, 1.411], [0.904, -0.699, -2.055]], "forces_ev_per_angstrom": [[0.13, -0.69, -0.46], [0.89, -0.43, -0.30], [0.12, -0.47, 0.40], [-0.98, 1.53, 0.30], [-0.61, 0.92, -0.40], [-0.48, -0.37, 0.23], [-0.55, 0.24, 0.09], [-0.22, 0.13, 0.43], [-0.19, -0.04, 0.14], [0.39, 0.14, -0.18], [0.75, -0.84, -0.12], [0.30, -0.43, 0.16], [0.20, 0.07, -0.32], [0.42, 0.05, 0.29], [-0.17, 0.19, -0.27]]}